Molecular formula: CH6OP2S
Method: DFT, ωB97M-V with the def2-TZVPD basis set

The geometry in XYZ format:
```
11
Properties=species:S:1:pos:R:3:forces:R:3
C -1.566724 0.265847 -2.100408 0.84 0.81 0.71
O -0.675195 -0.012159 2.421001 -3.70 -1.54 -0.49
P 0.599760 0.645585 2.345499 3.66 1.05 1.06
P 2.138166 -0.579614 1.290239 -0.63 -1.93 0.04
S 1.437254 -1.935390 0.008997 -0.10 0.30 0.28
H -2.341429 0.934312 -1.723291 -0.15 -0.20 0.15
H -0.671879 0.447921 -1.435074 -0.71 -0.04 -0.96
H -1.387085 0.623074 -3.149062 0.06 -1.03 0.91
H -1.846016 -0.780715 -1.896967 -0.02 0.45 -0.78
H 1.211857 0.316071 3.625056 -0.03 0.81 -0.27
H 3.101289 0.075070 0.614010 0.80 1.31 -0.63
```
Positions in Å, forces in eV/Å.

Results
energy above the lowest of the compared OMol25 structures with the same formula, charge and spin: 0.0 kJ/mol
HOMO-LUMO gap (spin up / spin down): 8.390 / 6.307 eV
multiplicity: 3
HOMO energy (spin up / spin down): -8.18 / -9.50 eV

***

Molecular formula: C10H23Be2BrF2LiNNaO11PS2
Method: DFT, ωB97M-V with the def2-TZVPD basis set

The geometry in XYZ format:
```
55
Properties=species:S:1:pos:R:3:forces:R:3
C -2.312514 -2.906717 1.958456 0.73 -0.49 0.81
C -0.985500 -2.173592 2.504096 -0.45 -0.04 0.74
P -0.448073 -0.690007 1.482866 2.42 -1.19 -0.63
C 0.923104 0.301264 2.301125 -0.14 0.36 -2.06
C 1.692490 1.097724 1.114858 -0.48 -0.27 0.16
O -1.790270 0.283986 0.972073 -0.83 -1.39 -1.11
S -1.784348 0.159235 -0.728422 -1.94 3.36 3.07
O -3.149557 0.399357 -1.276220 1.52 -1.60 1.03
O -1.251753 -1.394874 -1.044315 -2.10 -1.83 1.91
N -0.875626 -1.260817 -2.329280 1.44 -1.35 -3.55
C 0.005376 -2.475095 -2.606103 2.33 -4.20 1.18
C 0.836846 -2.662798 -3.942255 -0.35 0.36 -0.01
O 0.055040 -3.375685 -1.765228 -0.70 3.05 -2.08
C -2.065785 -1.538117 -3.200116 -1.36 1.16 -1.95
C -3.002193 -2.771851 -2.861619 1.33 0.91 1.82
O -2.305842 -0.824332 -4.222081 0.18 -1.82 3.08
H -1.967519 -3.876218 1.450417 -0.74 1.54 0.40
H -2.939932 -2.250484 1.272784 0.71 -0.93 0.93
H -2.902103 -3.234258 2.883102 0.55 0.61 -1.50
H -0.130589 -2.937129 2.437234 -0.94 1.47 -0.06
H -1.040268 -1.857353 3.592984 -0.19 -0.45 -1.23
H 1.649066 -0.459521 2.749828 -1.35 0.99 -0.53
H 0.473883 1.039319 3.082903 1.02 -0.48 -1.50
H 2.755023 1.254081 1.485310 -1.24 0.18 -0.48
H 1.724422 0.485032 0.134533 0.08 0.38 1.30
H 1.129336 2.060411 0.899688 0.85 -0.86 0.64
H 1.055355 -3.781047 -4.063389 -0.65 1.65 0.37
H 1.869811 -2.161080 -3.876224 -1.71 -0.26 0.05
H 0.221957 -2.283641 -4.820970 1.03 -0.34 0.90
H -4.069007 -2.506044 -3.135996 1.28 -0.78 0.17
H -2.579147 -3.684376 -3.466318 -0.61 1.13 1.21
H -3.002287 -3.092748 -1.771639 0.25 0.52 -1.17
F -0.385177 1.489123 -2.040993 1.77 1.58 -1.87
C 1.923428 5.620517 -2.806171 0.28 0.12 -0.04
C 1.869426 4.127973 -2.552660 -0.70 0.65 -0.31
O 1.181357 3.860666 -1.333507 0.31 -0.19 -0.02
H 2.427946 6.131336 -1.982883 0.01 -0.08 -0.08
H 2.453940 5.839940 -3.735086 -0.07 0.03 0.04
H 0.915174 6.037150 -2.870141 0.03 -0.10 -0.10
H 2.880689 3.717727 -2.467872 0.01 0.20 -0.29
H 1.354789 3.610596 -3.368124 0.23 -0.05 -0.10
H 0.288087 4.216492 -1.420227 0.11 -0.18 0.33
Be -3.372544 -3.522471 -4.943283 -0.72 -0.34 -2.12
Br 0.585921 0.493853 4.917881 -0.01 -0.08 2.58
Li -4.489473 -0.588650 -4.015844 0.70 0.22 -0.21
O 0.565179 3.376626 3.203009 0.44 -0.47 -0.39
H -0.323829 3.044635 3.074261 -0.53 0.02 0.12
O 2.893511 -0.703536 7.331847 0.45 0.20 -0.15
S 2.048770 -0.622797 8.537131 -0.88 -0.55 -0.70
O 1.701767 0.782807 8.792029 0.16 0.00 0.30
O 2.777454 -1.161747 9.693014 0.14 0.25 -0.04
O 0.818032 -1.406374 8.321821 -0.11 0.23 0.21
Na 2.881376 2.461287 -0.872032 -0.08 -0.79 0.65
Be 0.413105 0.366545 -2.210897 1.47 -0.99 -0.13
F 2.801673 -0.054324 -2.463352 -2.95 0.93 0.42
```
Positions in Å, forces in eV/Å.

Results
HOMO-LUMO gap: 1.533 eV
multiplicity: 1
HOMO energy: -5.52 eV

***

Molecular formula: C3H3NO2S
Method: DFT, ωB97M-V with the def2-TZVPD basis set

The geometry in XYZ format:
```
10
Properties=species:S:1:pos:R:3:forces:R:3
C 0.934199 1.267983 -2.191341 0.57 0.40 -1.41
C -0.474732 0.076165 -0.763428 0.64 2.12 0.77
C 0.435235 0.899299 0.127760 -0.50 -0.44 0.41
N 1.418184 1.560084 -0.918790 -0.71 -0.09 1.35
O 0.927951 3.280492 0.806837 -0.87 10.92 -9.10
O -0.077782 0.501336 -2.090268 -0.86 -1.13 -1.82
S 0.195355 2.561581 -0.249968 -1.49 -2.06 -3.50
H -0.238436 -0.918773 -0.626212 0.58 -2.25 -0.09
H -1.543261 0.179212 -0.733467 -0.43 0.38 0.40
H 1.078299 2.888996 1.488599 3.06 -7.85 12.99
```
Positions in Å, forces in eV/Å.

Results
energy above the lowest of the compared OMol25 structures with the same formula, charge and spin: 841.6 kJ/mol
HOMO-LUMO gap: 9.066 eV
multiplicity: 1
HOMO energy: -8.95 eV